1.
A cluster of 6 separate species, C24H28F2N2O2 in total in a non-equilibrium geometry. Source: the Open Molecules 2025 dataset; level of theory: ωB97M-V/def2-TZVPD.

XYZ file:
```
58
Properties=species:S:1:pos:R:3:forces:R:3:lowdin_charge:R:1
F 1.107636 1.208768 -3.471510 -0.575 -0.846 -1.045 0.087
C 1.724476 1.915417 -2.555858 1.460 2.070 1.607 -0.289
C 3.018794 2.388832 -2.847044 0.024 -0.123 0.703 -0.004
C 3.722280 3.062988 -1.861037 -1.225 0.963 2.077 -0.060
C 3.097252 3.350410 -0.586508 -0.040 -1.172 -1.094 -0.078
C 1.808386 2.903635 -0.329088 -0.155 0.121 -1.660 -0.072
C 1.078291 2.262134 -1.365247 1.111 -0.620 -0.025 -0.054
H 3.498333 2.196720 -3.795480 -0.172 -0.159 -0.129 0.113
H 4.708079 3.486489 -1.984541 0.122 -0.292 -0.429 0.097
H 3.585024 3.807699 0.261648 0.533 0.255 -0.360 0.095
H 1.357784 3.134752 0.624817 -0.206 -0.163 0.040 0.108
H 0.100374 1.830298 -1.211623 0.218 0.849 0.043 0.062
F 0.336936 -1.282169 1.536956 -4.167 1.526 -2.829 -0.099
C -0.499988 -1.131797 0.445536 -1.153 -0.940 -0.402 -0.191
C -1.536277 -2.067826 0.360740 0.619 1.225 0.301 0.007
C -2.308192 -2.047528 -0.794382 0.796 1.100 0.402 -0.031
C -1.984772 -1.101384 -1.772451 -0.946 -1.853 -0.636 -0.083
C -0.935534 -0.195016 -1.720787 0.566 -2.319 0.649 -0.115
C -0.182695 -0.239348 -0.571827 0.952 -0.629 1.136 -0.012
H -1.742793 -2.622377 1.264191 0.730 -0.215 -0.846 0.065
H -3.183834 -2.661910 -0.943302 0.103 -0.210 0.151 0.112
H -2.636621 -1.258713 -2.619051 0.241 0.876 -0.505 0.110
H -0.754227 0.482413 -2.542134 1.123 -1.450 0.820 0.068
H 0.739460 0.318174 -0.499749 -0.222 -0.114 0.282 0.093
C 2.760775 -0.535878 1.574423 0.615 -0.614 0.260 -0.048
C 3.835714 -0.821562 2.444292 -0.291 -0.181 -0.193 -0.076
C 4.229204 -2.143367 2.679318 -3.322 -1.167 -1.922 -0.126
N 3.493549 -3.176629 2.062502 0.505 1.579 0.522 0.041
C 2.460807 -2.870375 1.221380 2.760 -0.103 0.929 -0.123
C 2.089686 -1.567469 0.939511 3.440 -0.674 -1.584 -0.152
H 2.349752 0.441329 1.368203 0.593 0.482 0.219 0.095
H 4.374870 -0.026267 2.937469 -0.024 0.183 0.015 0.089
H 4.985936 -2.437229 3.391631 0.135 -0.014 -0.201 0.087
H 2.073189 -3.704023 0.654637 -0.312 -0.172 0.182 0.102
H 1.377842 -1.378574 0.149584 2.006 -0.436 -0.568 0.081
C -1.384966 3.812453 -2.126277 1.080 -0.394 -1.448 -0.087
C -0.996887 3.347299 -3.370921 -0.647 -0.970 -0.972 -0.064
C -1.452315 2.071844 -3.834063 -1.954 1.584 1.695 -0.100
N -2.218197 1.257658 -3.046803 -0.011 2.496 -1.955 0.030
C -2.382555 1.667953 -1.786813 -2.008 1.541 0.304 -0.192
C -2.068147 2.925202 -1.336646 0.170 1.296 0.613 -0.074
H -1.035229 4.766663 -1.760789 -0.221 0.143 -0.008 0.116
H -0.432390 3.933217 -4.081169 0.148 0.199 0.121 0.107
H -1.394794 1.880634 -4.895445 0.300 -0.605 0.051 0.113
H -2.936968 1.085711 -1.065696 -0.094 -0.538 -0.392 0.127
H -2.282429 3.363508 -0.373125 -0.495 -0.891 0.465 0.116
C -3.587216 -3.557223 2.474159 0.002 -0.747 1.579 -0.195
O -4.734006 -3.459281 1.744773 -2.251 0.636 -1.708 -0.098
H -3.401271 -4.622133 2.613748 1.306 -0.045 -0.380 0.097
H -2.864218 -2.922587 1.961695 -0.414 -0.911 0.888 0.023
H -3.755543 -3.236135 3.502088 0.228 0.622 0.276 0.086
H -5.354707 -4.165531 1.938560 0.115 0.051 0.111 0.087
C -0.657475 -1.384209 3.613469 0.492 -0.040 1.783 -0.140
O -1.672858 -0.431625 3.267024 0.267 -0.367 -0.188 -0.097
H 0.186710 -1.356402 2.924500 -1.057 0.151 2.901 0.034
H -0.284477 -1.159607 4.612725 -0.318 -0.001 0.267 0.081
H -0.994758 -2.420710 3.612439 -0.406 -0.081 0.069 0.081
H -2.444801 -0.917317 2.967350 -0.074 0.108 0.019 0.051
```
Forces are in eV/Å.

The energy relative to the best compared isomer or geometry (same formula, charge and spin) comes out at 0.00 kcal/mol. The HOMO energy is -8.50 eV. As for the SMILES: Fc1ccccc1.Fc1ccccc1.c1ccncc1.c1ccncc1.CO.CO.


2.
A structure of composition C5H10O. Source: the Open Molecules 2025 dataset; level of theory: ωB97M-V/def2-TZVPD.

XYZ file:
```
16
Properties=species:S:1:pos:R:3:forces:R:3:lowdin_charge:R:1
C -1.486363 0.962641 -0.470291 -0.096 0.071 -0.049 -0.084
C -0.542408 -0.212539 -0.182812 0.055 0.068 0.216 -0.384
C -0.758148 -0.820241 1.180661 0.009 -0.006 0.128 -0.088
C 0.779372 -0.070917 -0.679059 -0.056 -0.105 0.071 -0.412
O 0.754138 -0.131549 -1.972234 0.070 -0.003 0.056 0.012
C 2.081366 -0.007190 0.048462 -0.038 0.029 -0.014 0.006
H -1.256908 1.479903 -1.408512 -0.008 -0.144 0.166 0.079
H -1.436584 1.702560 0.343947 -0.001 -0.082 -0.082 0.076
H -2.525220 0.619184 -0.525925 0.151 0.028 0.002 0.075
H -0.366479 -0.538305 -1.644837 0.101 0.078 -0.346 0.211
H -0.632013 -0.070269 1.975394 -0.031 -0.089 0.026 0.078
H -0.073131 -1.651636 1.382325 -0.103 0.129 -0.029 0.073
H -1.778412 -1.211061 1.266392 0.150 0.064 -0.011 0.077
H 2.006180 0.580951 0.968537 -0.021 -0.106 -0.157 0.090
H 2.377205 -1.026955 0.325591 -0.051 0.136 -0.044 0.099
H 2.857402 0.395423 -0.607634 -0.130 -0.067 0.068 0.091
```
Forces are in eV/Å.

The energy relative to the best compared isomer or geometry (same formula, charge and spin) comes out at 70.44 kcal/mol. The HOMO energy is -7.90 eV.


3.
A structure of composition C6H11NO2 in a non-equilibrium geometry. Source: the Open Molecules 2025 dataset; level of theory: ωB97M-V/def2-TZVPD.

XYZ file:
```
20
Properties=species:S:1:pos:R:3:forces:R:3:lowdin_charge:R:1
C 0.962327 0.326973 -0.023209 -0.480 -0.300 -0.399 -0.291
C -0.047386 0.983136 -0.972533 -0.056 0.298 0.319 -0.105
C 1.873402 1.326921 0.689904 -0.108 -0.160 0.112 -0.042
C -0.824989 -1.675148 -0.674940 -1.754 1.136 -1.108 -0.018
C 0.050081 -0.383050 0.975686 -0.356 2.771 2.748 -0.563
C -1.345134 0.274895 -0.786095 1.277 -2.877 -1.361 -0.300
O 0.700826 -1.251083 1.785727 -0.374 -0.091 -0.633 0.110
N -2.498950 0.529241 -1.082715 -0.382 0.807 0.565 0.172
O -0.982986 0.217373 1.372500 1.916 -1.646 -0.106 0.023
H 0.142138 -1.400802 2.562949 -0.096 0.030 -0.096 0.135
H 1.565286 -0.415670 -0.544906 0.012 0.045 -0.025 0.140
H -3.278917 -0.046470 -0.797235 0.173 -0.397 -0.300 0.082
H 0.249744 0.904076 -2.018101 -0.034 0.031 -0.006 0.133
H -0.218872 2.032752 -0.715627 0.155 -0.017 -0.097 0.132
H 2.451083 1.896805 -0.040178 -0.032 -0.051 0.024 0.084
H 2.564568 0.803805 1.351126 0.015 0.052 -0.022 0.083
H 1.282873 2.023852 1.286257 0.006 0.002 -0.029 0.091
H -1.118502 -1.784100 -1.721231 -0.261 -0.136 0.001 0.039
H -1.606237 -2.083849 -0.034035 0.018 -0.072 -0.080 0.047
H 0.079648 -2.279660 -0.613343 0.363 0.573 0.495 0.047
```
Forces are in eV/Å.

The energy relative to the best compared isomer or geometry (same formula, charge and spin) comes out at 85.06 kcal/mol. The HOMO energy is -8.53 eV.


4.
A cluster of 2 separate species, C10H10FO2Se in total in a non-equilibrium geometry. Source: the Open Molecules 2025 dataset; level of theory: ωB97M-V/def2-TZVPD.

XYZ file:
```
24
Properties=species:S:1:pos:R:3:forces:R:3:lowdin_charge:R:1
C 1.191276 -1.381260 2.824074 1.266 1.005 1.829 -0.131
C 0.878447 -1.763973 1.520779 0.188 -1.741 1.312 -0.130
C 0.979936 -0.048634 3.233489 -1.153 -0.926 -2.592 -0.120
C 0.370742 -0.897829 0.619657 -0.634 0.449 -1.220 -0.156
C 0.399525 0.861545 2.300865 1.383 -1.540 1.175 -0.130
C 0.171966 0.413211 0.968718 0.302 2.688 1.199 -0.514
C -2.589533 2.781320 1.534666 -1.760 -1.769 -0.301 -0.503
C -0.053032 -1.270829 -3.408785 -0.305 1.717 -2.736 -0.083
C -0.631817 0.424645 -1.796180 -1.906 2.762 1.146 -0.503
C 0.367504 0.065153 -2.777340 -3.188 -0.072 -0.925 -0.527
O -3.528057 2.115598 1.399333 -0.423 -0.099 -0.173 0.185
O -1.671474 3.416504 1.719586 2.106 2.041 0.682 0.158
F 0.569418 1.042006 -3.868736 0.165 -0.151 -0.212 -0.162
Se -0.083905 1.749280 -0.420379 0.001 -1.279 -0.415 0.914
H 1.790441 -1.908838 3.627487 -0.999 -0.388 -1.479 0.099
H 0.928726 -2.794018 1.194270 0.475 -0.243 0.211 0.091
H 1.252932 0.204340 4.232175 0.067 0.513 0.517 0.072
H 0.114267 -1.184791 -0.421580 0.134 0.247 0.747 0.087
H 0.375088 1.851111 2.761589 -0.559 0.250 -1.178 0.086
H 0.632162 -2.057816 -3.222084 0.764 -0.764 0.165 0.042
H -1.030340 -1.556688 -3.068906 -0.406 -0.116 0.134 0.048
H -0.108737 -1.058979 -4.539614 0.137 -0.705 1.421 0.090
H -1.613947 0.999484 -2.063610 1.611 -1.774 -0.505 0.014
H 1.288412 -0.000542 -2.349475 2.735 -0.106 1.197 0.073
```
Forces are in eV/Å.

The energy relative to the best compared isomer or geometry (same formula, charge and spin) comes out at 28.28 kcal/mol. The HOMO energy is -2.79 eV. The charge is -1.


Number 1: LUMO level 0.46 eV, gap between HOMO and LUMO 8.95 eV. Number 2: LUMO level 0.75 eV, gap between HOMO and LUMO 8.65 eV. Number 3: LUMO level 0.72 eV, gap between HOMO and LUMO 9.25 eV. Number 4: LUMO level 3.13 eV, gap between HOMO and LUMO 5.91 eV.